# 1
# C3H28NO9

A cluster of 10 separate species, C3H28NO9 in total at a distorted geometry (ωB97M-V/def2-TZVPD, the OMol25 dataset).

Calculated values
Strongest force on any atom = 2.11 eV/Å
Net charge = +1
Energy relative to the best compared isomer or geometry (same formula, charge and spin) = 167.7 kJ/mol
LUMO energy = -2.6 eV

The geometry in XYZ format:
```
41
Properties=species:S:1:pos:R:3:lowdin_charge:R:1
C -1.10 0.33 -3.30 -0.056
C -2.05 0.35 -2.13 -0.160
N -1.37 0.00 -0.82 0.017
C -1.83 -1.19 -0.09 -0.035
H -0.17 -0.20 -3.14 0.055
H -1.52 -0.22 -4.14 0.086
H -0.85 1.32 -3.67 0.085
H -2.54 1.30 -1.98 0.095
H -2.85 -0.39 -2.20 0.123
H -1.29 0.87 -0.27 0.121
H -0.37 -0.18 -1.01 0.141
H -2.54 -1.02 0.72 0.105
H -1.01 -1.54 0.54 0.071
H -2.13 -1.98 -0.76 0.081
H 2.61 -2.96 0.70 0.061
H 2.92 -1.50 0.40 -0.004
O 2.43 -2.06 1.01 -0.037
H -0.68 -3.60 -2.14 0.058
H 0.61 -2.69 -2.23 0.037
O -0.34 -2.71 -2.06 -0.040
H 0.93 1.87 1.38 0.019
H 0.14 3.15 1.39 0.066
O 0.06 2.22 1.17 -0.047
H -0.90 1.66 3.63 0.027
H -2.46 1.38 3.60 0.043
O -1.59 1.00 3.73 -0.041
H 2.03 -0.12 2.61 0.032
H 2.75 0.84 3.58 0.065
O 2.16 0.81 2.83 -0.039
H -1.06 3.21 -0.12 0.029
H -2.47 3.45 -0.43 0.074
O -1.75 2.85 -0.70 -0.056
H 4.09 0.96 -0.55 0.068
H 3.23 1.22 0.76 0.024
O 3.28 0.77 -0.07 -0.036
H -0.64 -2.53 2.94 0.051
H -0.82 -0.97 2.88 0.006
O -0.22 -1.70 2.71 -0.058
H 2.23 -1.09 -0.99 -0.015
H 2.94 -0.22 -1.89 0.028
O 2.13 -0.73 -1.88 -0.047
```

---

# 2
# C3H29NO12

A cluster of 13 separate species, C3H29NO12 in total at a distorted geometry (ωB97M-V/def2-TZVPD, the OMol25 dataset).

Calculated values
Strongest force on any atom = 2.12 eV/Å
Energy relative to the best compared isomer or geometry (same formula, charge and spin) = 383.0 kJ/mol
LUMO energy = -0.1 eV

The geometry in XYZ format:
```
45
Properties=species:S:1:pos:R:3:lowdin_charge:R:1
C -2.32 0.67 -0.10 -0.227
C -3.21 -0.10 -0.69 0.017
C -0.07 0.04 0.13 -0.017
N -0.93 0.83 -0.35 -0.018
H -2.48 1.33 0.75 0.108
H -3.15 -0.93 -1.37 0.041
H -4.24 0.08 -0.36 0.063
H 0.94 0.03 -0.30 0.057
H -0.25 -0.86 0.72 0.070
H 2.16 -0.09 1.53 0.006
H 2.66 0.48 2.90 0.066
O 2.21 0.72 2.09 -0.066
H -2.99 -3.34 1.97 0.040
H -2.02 -2.81 0.88 -0.013
O -2.67 -2.52 1.56 -0.085
H -1.07 2.78 0.07 0.009
H -0.68 4.20 0.55 0.056
O -1.08 3.38 0.83 -0.059
H 0.66 1.69 2.62 -0.018
H -0.73 2.25 2.26 -0.003
O -0.20 1.92 3.03 -0.088
H 3.74 -1.33 0.29 0.071
H 2.44 -1.45 -0.59 0.008
O 2.77 -1.34 0.33 -0.072
H 2.06 2.13 0.58 0.005
H 1.29 3.48 0.70 0.038
O 1.96 3.00 0.19 -0.043
H 0.18 -0.48 3.54 0.009
H -0.69 -1.50 2.78 0.015
O 0.17 -1.37 3.21 -0.063
H 1.12 -2.48 -2.18 0.021
H 1.55 -1.15 -2.65 -0.003
O 1.94 -1.97 -2.29 -0.067
H -0.04 0.66 -2.97 0.037
H 1.42 1.25 -2.87 0.059
O 0.88 0.43 -2.85 -0.063
H 1.43 3.21 -1.74 0.015
H 0.20 2.91 -2.61 0.042
O 1.15 3.13 -2.66 -0.062
H -1.77 -3.01 -2.70 0.070
H -1.04 -1.62 -2.70 0.054
O -1.07 -2.49 -2.29 -0.039
H 0.44 -3.35 0.85 0.067
H -0.26 -3.09 -0.51 0.019
O -0.42 -3.33 0.42 -0.056
```

---

# 3
# C3H29NO12S

A cluster of 12 separate species, C3H29NO12S in total at a distorted geometry (ωB97M-V/def2-TZVPD, the OMol25 dataset).

Calculated values
Strongest force on any atom = 4.01 eV/Å
Energy relative to the best compared isomer or geometry (same formula, charge and spin) = 56.6 kJ/mol
SMILES = O=CNCCS.O.O.O.O.O.O.O.O.O.O.O
LUMO energy = -0.3 eV

The geometry in XYZ format:
```
46
Properties=species:S:1:pos:R:3:lowdin_charge:R:1
O 1.83 -1.26 0.33 -0.030
C 1.64 -0.13 0.70 -0.283
N 0.42 0.31 1.23 0.012
C 0.36 1.74 1.62 -0.249
C -0.82 2.35 0.89 -0.551
S -1.62 3.62 1.93 0.680
H 2.32 0.77 0.31 0.133
H -0.04 -0.38 1.82 0.058
H 1.32 2.18 1.51 0.102
H 0.15 1.68 2.73 0.105
H -1.72 1.69 0.60 0.067
H -0.73 2.73 -0.09 0.041
H -0.43 4.24 2.24 -0.121
O 3.60 -2.06 -1.53 -0.093
H 3.28 -1.72 -0.68 -0.002
H 2.92 -2.66 -1.90 -0.007
O 3.17 1.96 -0.67 -0.087
H 4.02 2.39 -0.58 0.047
H 3.22 1.40 -1.49 -0.003
O 0.27 -2.50 2.07 -0.024
H 0.64 -2.64 1.22 0.005
H -0.67 -2.59 1.95 0.020
O -1.18 -1.59 -0.69 -0.026
H -0.26 -1.53 -0.56 0.001
H -1.59 -0.74 -0.89 0.030
O -2.39 1.81 -2.35 -0.065
H -3.08 2.47 -2.31 0.038
H -2.64 1.10 -1.77 -0.049
O -0.46 -0.33 3.71 -0.062
H -1.41 -0.59 3.66 0.058
H -0.01 -1.14 3.93 0.043
O -3.68 0.32 -0.62 -0.086
H -3.71 -0.69 -0.66 0.094
H -3.80 0.46 0.36 0.077
O -2.74 -1.16 2.01 -0.055
H -1.97 -0.93 1.42 0.024
H -3.23 -1.88 1.61 0.048
O -1.19 -2.03 -3.55 -0.061
H -1.46 -1.16 -3.78 0.008
H -0.78 -1.90 -2.64 0.016
O 3.45 0.62 -2.95 -0.053
H 2.73 0.00 -2.73 0.054
H 4.21 0.03 -2.80 0.064
O 1.41 -3.47 -2.39 -0.040
H 1.09 -3.04 -3.19 0.050
H 0.84 -4.24 -2.28 0.070
```

---

# 4
# C3H29NO14

A cluster of 12 separate species, C3H29NO14 in total at a distorted geometry (ωB97M-V/def2-TZVPD, the OMol25 dataset).

Calculated values
Strongest force on any atom = 2.27 eV/Å
Energy relative to the best compared isomer or geometry (same formula, charge and spin) = 155.0 kJ/mol
SMILES = O=C(O)NCCO.O.O.O.O.O.O.O.O.O.O.O
LUMO energy = 0.0 eV

The geometry in XYZ format:
```
47
Properties=species:S:1:pos:R:3:lowdin_charge:R:1
O -0.32 1.44 0.82 0.037
C -0.22 0.33 0.33 -0.587
O -1.23 -0.58 0.42 0.065
N 0.80 -0.09 -0.46 0.122
C 0.96 -1.54 -0.77 -0.120
C 1.65 -2.41 0.32 -0.207
O 3.03 -2.17 0.07 -0.072
H -1.98 -0.35 0.97 0.125
H 1.61 0.52 -0.63 0.096
H 1.46 -1.67 -1.72 0.118
H -0.07 -1.86 -0.97 0.098
H 1.53 -2.09 1.35 0.083
H 1.18 -3.42 0.39 0.128
H 3.46 -2.62 -0.65 0.091
O -1.68 1.08 -3.83 -0.053
H -0.96 1.24 -3.21 0.010
H -2.14 0.27 -3.62 0.014
O -3.10 1.37 -1.08 -0.035
H -3.10 1.04 -1.98 0.011
H -3.73 2.11 -1.05 0.066
O 3.10 1.87 -0.33 -0.055
H 3.42 1.88 0.58 0.057
H 2.83 2.73 -0.66 0.062
O 3.68 -0.16 -2.09 -0.054
H 2.92 -0.22 -1.50 -0.033
H 3.90 0.76 -1.95 0.015
O -2.82 -2.02 -2.22 -0.035
H -2.87 -2.05 -1.26 0.015
H -2.17 -2.66 -2.49 0.032
O -0.09 2.76 -1.88 -0.042
H 0.11 3.70 -1.86 0.059
H -0.90 2.55 -1.40 0.004
O -0.67 0.43 3.42 -0.031
H -0.90 1.28 3.06 0.035
H -1.33 0.20 4.08 0.061
O -2.65 -2.87 1.37 -0.065
H -2.38 -3.21 2.24 0.039
H -1.83 -2.52 0.99 -0.014
O -0.14 -2.34 2.71 -0.060
H -0.27 -1.40 2.56 0.000
H 0.28 -2.39 3.58 0.070
O 2.36 0.89 2.02 -0.045
H 1.48 1.28 1.96 0.018
H 2.60 0.14 1.47 0.030
O -1.91 3.85 0.96 -0.057
H -1.23 3.74 1.65 0.037
H -1.67 3.20 0.30 -0.033
```

---

# 5
# C3H2AuFO2

A structure of composition C3H2AuFO2 at a distorted geometry (ωB97M-V/def2-TZVPD, the OMol25 dataset).

Calculated values
Strongest force on any atom = 7.46 eV/Å
Multiplicity = 4
<S²> = 3.773
Net charge = +1
Energy relative to the best compared isomer or geometry (same formula, charge and spin) = 414.0 kJ/mol
LUMO energy (alpha / beta) = -7.1 / -10.1 eV

The geometry in XYZ format:
```
9
Properties=species:S:1:pos:R:3:mulliken_spin:R:1
F -0.50 -2.01 -0.79 0.232
O 0.84 0.73 0.70 0.799
O 1.49 -1.69 0.50 0.091
C -0.09 0.99 -0.32 0.250
C -0.63 -0.37 -0.39 0.291
C 0.51 -1.02 0.28 -0.016
H 0.35 1.36 -1.25 0.015
H -1.69 -0.46 -0.11 0.042
Au -0.27 2.47 1.38 1.296
```

---

# 6
# C3H2AuO2

A structure of composition C3H2AuO2 at a distorted geometry (ωB97M-V/def2-TZVPD, the OMol25 dataset).

Calculated values
Strongest force on any atom = 16.54 eV/Å
Multiplicity = 3
<S²> = 2.012
Net charge = +3
Energy relative to the best compared isomer or geometry (same formula, charge and spin) = 250.6 kJ/mol
LUMO energy (alpha / beta) = -17.5 / -20.2 eV

The geometry in XYZ format:
```
8
Properties=species:S:1:pos:R:3:mulliken_spin:R:1
O 1.38 0.01 -0.27 0.178
C -0.94 1.67 0.36 0.644
C 0.28 -0.55 -0.15 -0.026
O -1.48 0.92 -0.54 -0.024
C -0.84 0.13 0.51 0.337
Au 2.94 -0.22 -0.68 0.864
H 0.14 -1.60 -0.44 0.019
H -1.49 -0.37 1.22 0.009
```

---

# 7
# C3H2BeFLiO3

A structure of composition C3H2BeFLiO3 at a distorted geometry (ωB97M-V/def2-TZVPD, the OMol25 dataset).

Calculated values
Strongest force on any atom = 3.46 eV/Å
LUMO energy (alpha / beta) = -1.5 / -1.5 eV

The geometry in XYZ format:
```
11
Properties=species:S:1:pos:R:3:lowdin_charge:R:1
O 0.87 -1.70 -0.49 -0.035
C 1.25 -0.66 -0.98 -0.563
C -0.96 0.51 -0.16 -0.545
O 0.06 0.52 -0.98 -0.103
O 2.30 -0.05 -0.99 -0.048
C -0.93 0.45 1.18 0.047
Li -0.64 -2.19 0.51 0.778
F -2.13 0.49 -0.81 0.088
H -1.87 0.49 1.74 0.071
H 0.03 0.52 1.69 0.069
Be 2.02 1.61 -0.72 0.241
```

---

# 8
# C3H2Br2O

The molecule C3H2Br2O (ωB97M-V/def2-TZVPD, the OMol25 dataset).

Calculated values
Strongest force on any atom = 0.81 eV/Å
Energy relative to the best compared isomer or geometry (same formula, charge and spin) = 97.5 kJ/mol
SMILES = O=C1[C@@H](Br)[C@@H]1Br
LUMO energy = -0.8 eV

The geometry in XYZ format:
```
8
Properties=species:S:1:pos:R:3:lowdin_charge:R:1
O 0.00 -2.20 0.00 0.166
C 0.00 -1.02 0.00 -0.471
C -0.56 0.24 -0.52 -0.642
Br -2.32 0.82 0.02 0.702
C 0.56 0.24 0.52 -0.642
Br 2.32 0.82 -0.02 0.702
H -0.34 0.55 -1.54 0.093
H 0.34 0.55 1.54 0.093
```

---

# 9
# C3H2Br2O

A structure of composition C3H2Br2O at a distorted geometry (ωB97M-V/def2-TZVPD, the OMol25 dataset).

Calculated values
Strongest force on any atom = 3.50 eV/Å
Energy relative to the best compared isomer or geometry (same formula, charge and spin) = 100.5 kJ/mol
LUMO energy = -1.3 eV

The geometry in XYZ format:
```
8
Properties=species:S:1:pos:R:3:lowdin_charge:R:1
C -0.75 -0.29 1.09 -0.034
C -1.30 -1.22 0.37 -0.683
C -2.67 -1.19 -0.26 -0.405
O -3.36 -1.84 -0.88 0.173
Br -0.63 -3.04 0.03 0.727
Br -3.22 1.31 0.08 0.154
H 0.30 -0.34 1.39 0.092
H -1.22 0.73 1.07 -0.024
```

---

# 10
# C3H2Br2P2

A structure of composition C3H2Br2P2 (ωB97M-V/def2-TZVPD, the OMol25 dataset).

Calculated values
Strongest force on any atom = 0.60 eV/Å
Energy relative to the best compared isomer or geometry (same formula, charge and spin) = 294.8 kJ/mol
LUMO energy (alpha / beta) = -1.2 / -1.2 eV

The geometry in XYZ format:
```
9
Properties=species:S:1:pos:R:3:lowdin_charge:R:1
C 0.40 -0.77 -0.54 -0.415
C -0.65 -0.76 0.30 -1.126
C 3.00 0.07 0.99 -0.908
P 1.49 0.46 0.29 0.581
P -0.16 0.29 1.75 0.713
Br -2.24 -1.77 0.19 0.654
Br 4.14 -1.03 0.00 0.547
H 0.55 -1.31 -1.46 0.062
H -0.85 1.44 1.33 -0.107
```

---

# 11
# C3H2Br2P2

A structure of composition C3H2Br2P2 at a distorted geometry (ωB97M-V/def2-TZVPD, the OMol25 dataset).

Calculated values
Strongest force on any atom = 3.96 eV/Å
Energy relative to the best compared isomer or geometry (same formula, charge and spin) = 554.5 kJ/mol
LUMO energy (alpha / beta) = -1.9 / -1.2 eV

The geometry in XYZ format:
```
9
Properties=species:S:1:pos:R:3:lowdin_charge:R:1
C 1.40 -0.17 -0.89 -0.489
C -0.50 1.45 1.29 -0.822
C -0.61 -1.11 -0.11 -1.091
P -0.02 -0.71 -1.80 0.847
P 0.53 0.05 0.72 0.573
Br -1.32 2.29 -0.12 0.512
Br -2.44 -1.48 0.48 0.540
H 2.16 0.30 -1.38 -0.048
H 0.81 -0.62 1.82 -0.022
```

---

# 12
# C3H2BrClO2

The molecule C3H2BrClO2 at a distorted geometry (ωB97M-V/def2-TZVPD, the OMol25 dataset).

Calculated values
Strongest force on any atom = 2.74 eV/Å
Energy relative to the best compared isomer or geometry (same formula, charge and spin) = 24.4 kJ/mol
SMILES = O=C(Cl)C(=O)CBr
LUMO energy = -0.2 eV

The geometry in XYZ format:
```
9
Properties=species:S:1:pos:R:3:lowdin_charge:R:1
O 0.33 2.34 -0.94 0.107
C 0.25 1.15 -1.06 -0.752
Cl 1.09 0.10 -2.17 0.743
C -0.54 0.31 -0.04 -0.519
O -1.72 0.34 -0.20 0.090
C 0.18 -0.71 0.80 -0.518
Br -1.17 -1.65 1.89 0.662
H 0.49 -1.65 0.30 0.046
H 1.09 -0.24 1.41 0.140
```